(1)
ORCA calculation (the ωB97M-V functional and the def2-TZVPD basis) on a structure of composition C33H40BrIrN5O5S5 at a distorted geometry.

The geometry in XYZ format:
```
90
Properties=species:S:1:pos:R:3:mulliken_spin:R:1
Ir 0.6150 -0.4173 0.5534 0.15
S 0.3407 -1.5932 2.5831 0.30
S -0.6319 -3.2021 2.2635 0.53
S 0.0149 -3.7937 -0.4560 0.06
S 0.8193 -2.0557 -1.0069 -0.02
N -2.0162 2.8994 -6.8188 0.00
C -2.3131 2.7704 -5.4475 0.00
C -2.4182 1.5095 -4.8649 0.00
C -2.6638 1.3736 -3.5093 0.00
C -2.7954 2.5089 -2.7196 0.00
C -2.6921 3.7688 -3.2891 0.00
C -2.4483 3.9019 -4.6483 0.00
S -3.1846 2.3647 -0.9963 0.00
O -4.1574 1.3027 -0.8883 0.00
O -3.6341 3.6816 -0.5992 0.00
N -1.7921 1.8606 -0.3952 0.00
C -1.3437 2.1743 0.7960 0.00
N -1.7736 3.2959 1.4541 0.00
C -1.4423 3.4757 2.7030 0.00
C -0.6532 2.5836 3.4233 -0.02
C -0.1121 1.5703 2.6768 -0.01
N -0.3565 1.3801 1.3770 0.02
H -2.2845 2.0995 -7.3703 0.00
H -2.3384 3.7631 -7.2261 0.00
H -2.3038 0.6262 -5.4853 0.00
H -2.7424 0.3978 -3.0474 0.00
H -2.8116 4.6371 -2.6549 0.00
H -2.3646 4.8868 -5.0969 0.00
H -1.8048 4.3953 3.1601 0.00
H -0.4405 2.6939 4.4757 0.00
H 0.5764 0.8653 3.1214 0.03
Br -3.6547 -0.1379 2.2481 0.00
C -4.0559 -1.6752 1.2086 0.03
C -5.0715 -2.4887 1.6975 0.00
C -5.4048 -3.6593 1.0353 0.00
C -4.7336 -4.0035 -0.1305 0.00
C -3.7424 -3.1702 -0.6201 0.00
C -3.3853 -1.9938 0.0360 -0.01
C -2.1898 -1.2604 -0.5343 0.00
O -2.0742 -1.1568 -1.7442 0.01
O -1.3744 -0.8917 0.3799 -0.03
H -5.5782 -2.2071 2.6106 0.00
H -6.1787 -4.3022 1.4385 0.00
H -4.9717 -4.9251 -0.6478 0.00
H -3.1938 -3.4196 -1.5180 0.00
C 2.1497 -0.0565 -3.6916 0.00
C 0.8243 0.4614 -3.1576 0.00
O 0.9519 1.0557 -1.8734 0.00
C 1.4530 2.3788 -1.8775 0.00
C 0.4955 3.4172 -2.4312 0.00
H 1.9849 -0.5793 -4.6374 0.00
H 2.5886 -0.7538 -2.9786 0.00
H 2.8614 0.7538 -3.8689 0.00
H 0.1212 -0.3613 -3.0241 0.00
H 0.3775 1.1733 -3.8598 0.00
H 2.4091 2.4198 -2.4183 0.00
H 1.6479 2.6038 -0.8361 0.00
H 0.3257 3.3096 -3.5041 0.00
H 0.9120 4.4123 -2.2493 0.00
H -0.4618 3.3381 -1.9215 0.00
C 4.1383 -1.8707 -0.8648 0.00
C 4.2218 -2.4399 0.5532 0.00
C 3.0752 -3.3775 0.9206 -0.01
C 4.4005 -1.3220 1.5576 0.00
C 5.5008 -1.4559 2.3858 0.00
C 5.9118 -0.4789 3.2795 0.00
C 5.2158 0.7084 3.2410 0.00
C 4.0897 0.9213 2.4487 0.00
C 3.6107 2.3732 2.5481 0.00
C 2.9175 2.6376 3.8899 0.00
C 2.7813 2.8836 1.3851 0.00
C 3.5458 -0.1550 1.6468 -0.01
N 2.3669 -0.0446 1.0041 -0.02
H 3.9413 -2.6621 -1.5921 0.00
H 5.0800 -1.3750 -1.1216 0.00
H 3.3357 -1.1382 -0.9390 -0.01
H 5.1360 -3.0406 0.5984 0.00
H 2.1304 -2.8531 0.9542 0.01
H 3.2530 -3.8064 1.9113 0.00
H 2.9733 -4.1874 0.1954 0.00
H 6.0779 -2.3720 2.3038 0.00
H 6.7728 -0.6158 3.9215 0.00
H 5.5733 1.5442 3.8375 0.00
H 4.5286 2.9714 2.5522 0.00
H 1.9969 2.0674 3.9739 0.00
H 2.6669 3.6985 3.9933 0.00
H 3.5648 2.3514 4.7209 0.00
H 1.8356 2.3585 1.3057 0.00
H 3.3197 2.7354 0.4488 0.00
H 2.5756 3.9516 1.5105 0.00
```

Values from the calculation:
- Charge: -2
- Energy: -6600.783369 Ha
- Multiplicity: 2
- Highest occupied orbital energy (alpha / beta): -1.26 / -1.25 eV
- ⟨S²⟩: 0.770
- Frontier orbital gap (alpha / beta): 5.496 / 5.395 eV


(2)
ORCA calculation (the ωB97M-V functional and the def2-TZVPD basis) on a cluster of 3 separate species, C15H36IN3O5PS in total at a distorted geometry.

The geometry in XYZ format:
```
62
Properties=species:S:1:pos:R:3:lowdin_charge:R:1
O 0.0218 7.0083 -2.7344 -0.40
P -0.1940 6.7934 -4.3486 0.50
I 1.4088 8.3388 -5.2834 0.52
C 0.8994 5.2487 -4.4968 -0.83
N 1.9289 5.0771 -3.7175 -0.01
C 2.6880 3.8381 -3.8917 -0.17
C 1.7425 2.8932 -4.6089 -0.35
S 0.6270 3.9905 -5.5886 1.04
H 0.0145 6.1791 -2.2393 0.06
H 2.2099 5.7976 -3.0611 0.16
H 2.8241 3.4064 -2.8967 0.11
H 3.6997 3.9707 -4.2751 0.14
H 1.0841 2.4823 -3.8449 0.08
H 2.1787 2.0814 -5.1785 0.10
C 4.5764 -2.4308 -0.2700 -0.11
O 3.1686 -2.5116 -0.3635 -0.19
C 2.4696 -2.2941 0.8563 -0.20
C 1.7488 -0.9655 0.8546 -0.21
N 2.6819 0.1533 0.9011 -0.04
C 2.1069 1.4556 0.6094 -0.20
C 1.3835 1.6658 -0.7169 -0.21
O 2.2236 1.6848 -1.8712 -0.25
C 2.6350 0.3970 -2.3199 -0.07
H 4.9867 -2.8629 -1.1810 0.09
H 4.9349 -1.3973 -0.1870 0.07
H 4.9531 -2.9970 0.5858 0.09
H 3.1456 -2.3770 1.7123 0.13
H 1.7182 -3.0824 0.9434 0.12
H 1.0878 -0.9214 1.7248 0.13
H 1.1111 -0.9490 -0.0402 0.10
H 3.4449 -0.0236 0.2618 0.07
H 2.9170 2.1881 0.6630 0.12
H 1.4021 1.7078 1.4089 0.12
H 0.9275 2.6602 -0.6754 0.12
H 0.5651 0.9541 -0.8693 0.11
H 1.8448 -0.3443 -2.1904 0.10
H 3.5382 0.0592 -1.8115 0.08
H 2.8709 0.4767 -3.3827 0.08
C -1.6523 -3.9148 1.0138 -0.11
O -1.6358 -2.5335 1.3181 -0.20
C -2.6168 -1.7568 0.6461 -0.22
C -3.7346 -1.3203 1.5684 -0.22
N -4.5713 -2.4398 1.9636 -0.05
C -5.5057 -2.1713 3.0528 -0.20
C -4.9638 -1.6767 4.3891 -0.23
O -4.2404 -2.6372 5.1305 -0.17
C -2.9029 -2.8391 4.7279 -0.10
H -0.7146 -4.3366 1.3724 0.08
H -2.4731 -4.4428 1.5096 0.08
H -1.7260 -4.0849 -0.0643 0.09
H -3.0126 -2.2983 -0.2191 0.12
H -2.1112 -0.8578 0.2779 0.11
H -4.3527 -0.5871 1.0386 0.12
H -3.2731 -0.8056 2.4228 0.10
H -3.9832 -3.2206 2.2220 0.07
H -6.0496 -3.0988 3.2440 0.12
H -6.2423 -1.4427 2.6969 0.12
H -5.8285 -1.4249 5.0071 0.12
H -4.3742 -0.7561 4.2859 0.11
H -2.4320 -1.9042 4.4073 0.09
H -2.8201 -3.5757 3.9224 0.07
H -2.3590 -3.2258 5.5890 0.09
```

Values from the calculation:
- Charge: +1
- Energy: -2170.510011 Ha
- Highest occupied orbital energy: -10.09 eV
- Frontier orbital gap: 5.402 eV


(3)
ORCA calculation (the ωB97M-V functional and the def2-TZVPD basis) on a cluster of 6 separate species, C8H26FO8 in total at a distorted geometry.

The geometry in XYZ format:
```
43
Properties=species:S:1:pos:R:3:mulliken_spin:R:1
F 0.3365 0.0521 0.5139 -0.01
C -2.8564 1.6696 0.7560 0.00
O -2.3578 0.3421 0.8086 0.00
H -2.7762 2.0045 -0.2782 0.00
H -3.9120 1.6376 1.0260 0.00
H -2.1910 2.2398 1.4042 0.00
H -1.4006 0.2692 0.8158 0.00
C 0.2542 0.2959 3.7719 0.00
O 1.3242 -0.2756 3.0290 0.29
H -0.6660 0.0990 3.2218 0.00
H 0.2376 0.0069 4.8228 0.01
H 0.4564 1.3670 3.7764 0.04
H 1.0222 -0.1007 2.1347 0.01
C 0.7207 3.5323 0.1822 0.00
C 1.8742 3.0517 -0.6114 0.00
O 1.6839 1.8364 -1.3410 0.00
O 0.2480 2.6114 1.1702 0.00
H -0.0678 3.6868 -0.5544 0.00
H 0.9678 4.5378 0.5227 0.00
H 2.7457 2.8135 -0.0017 0.00
H 2.0833 3.7669 -1.4070 0.00
H 1.3433 1.2030 -0.7052 0.00
H 0.2646 1.6853 0.9181 0.00
C -2.0090 -1.2055 -3.5478 0.00
C -1.2138 -1.3753 -2.2322 0.00
O -0.2024 -0.3681 -2.1807 0.00
O -1.2191 -1.1411 -4.7318 0.00
H -2.5916 -0.2843 -3.5416 0.00
H -2.6805 -2.0615 -3.6153 0.00
H -0.7024 -2.3337 -2.1437 0.00
H -1.8335 -1.3575 -1.3357 0.00
H 0.1182 -0.3569 -1.2759 0.00
H -0.5002 -0.5276 -4.5633 0.00
C 2.1841 -2.7832 0.6368 0.06
C 0.8134 -3.4655 0.4896 0.08
O -0.1212 -2.6549 1.2137 0.31
O 2.4194 -1.6862 -0.2331 0.17
H 2.9357 -3.4992 0.3043 0.00
H 2.2901 -2.4879 1.6807 0.01
H 0.8143 -4.4861 0.8723 0.00
H 0.4871 -3.4689 -0.5505 0.01
H -0.1449 -1.8098 0.7590 0.00
H 1.8212 -0.9792 0.0197 0.00
```

Values from the calculation:
- Energy: -1021.984902 Ha
- Multiplicity: 2
- Highest occupied orbital energy (alpha / beta): -9.63 / -9.62 eV
- ⟨S²⟩: 0.756
- Frontier orbital gap (alpha / beta): 10.051 / 3.488 eV